Density functional theory data (ωB97M-V/def2-TZVPD) for a 2-piece molecular cluster, C10H22N3O6P overall.

Geometry as ORCA input:
```
! RIJCOSX wB97M-V def2-TZVPD def2/J DEFGRID3
* xyz 0 1
P -4.35531 -2.11726 1.00038
O 2.32189 0.88460 1.77160
O -4.07743 -3.09009 2.07203
O -0.75242 1.23085 -1.65916
O -5.74377 -2.45150 0.27137
O 2.50424 -1.50733 -1.68328
O -0.07441 0.12623 -3.50960
N 2.34825 0.59350 -1.01477
N 2.84919 3.06675 1.72856
N -0.27893 -2.00089 -1.12490
C -0.69802 0.19825 -2.31098
C -3.04491 -2.22012 -0.23661
C -2.41394 -0.88218 -0.69690
C 4.39828 -0.68182 -0.50936
C -1.29899 -1.11952 -1.74414
C 2.62885 1.88790 1.13542
C 3.00955 -0.55756 -1.10280
C 2.75719 3.27741 3.17317
C 2.78881 1.84532 -0.39060
C -4.49716 -0.50236 1.73925
H -5.31389 -0.52151 2.46303
H 1.40098 0.56943 -1.35820
H 3.83471 2.03345 -0.63216
H -3.18526 -0.23983 -1.13513
H 2.89537 4.33243 3.41412
H 0.24419 1.02036 -3.69952
H 0.55805 -2.09162 -1.71868
H -3.44884 -2.75585 -1.09686
H -1.99130 -0.35789 0.16753
H -5.85385 -1.77888 -0.40561
H 4.34716 -0.50477 0.56375
H -1.73513 -1.64708 -2.59873
H 4.76529 -1.69158 -0.68652
H 2.19905 2.66059 -0.81021
H -4.69656 0.25140 0.97787
H 3.52376 2.68727 3.68037
H 1.77780 2.95125 3.53136
H 5.06588 0.03515 -0.98105
H -2.27616 -2.85684 0.20893
H -0.00592 -1.66214 -0.20160
H 3.09013 3.85509 1.14946
H -3.56638 -0.26861 2.25920
*
```

SMILES = C[P@@](=O)(O)CC[C@H](N)C(=O)O.CNC(=O)CNC(C)=O
calculated total energy = -1351.4227 a.u.
energy relative to the best compared isomer or geometry (same formula, charge and spin) = 0.000 eV
LUMO = 0.29 eV